{
  "formula": "C27H33F4N3O3Ta",
  "method": "wB97M-V/def2-TZVPD",
  "symbols": ["Ta", "C", "O", "C", "C", "O", "C", "C", "O", "C", "H", "H", "H", "H", "H", "H", "H", "H", "H", "H", "H", "H", "H", "H", "C", "C", "N", "C", "C", "C", "C", "N", "C", "C", "F", "C", "F", "C", "C", "F", "C", "F", "H", "H", "H", "H", "H", "H", "H", "H", "H", "H", "H", "H", "H", "H", "H", "N", "C", "C", "C", "C", "C", "C", "C", "C", "C", "H", "H", "H", "H"],
  "xyz": [[0.35, -0.52, 0.39], [3.18, 1.25, 1.36], [1.80, 0.76, 1.56], [1.41, 1.02, 2.95], [-0.09, 0.97, 3.05], [-0.53, -0.28, 2.43], [-0.67, -1.44, 3.29], [0.56, -2.29, 3.13], [1.00, -2.16, 1.74], [2.11, -3.12, 1.53], [3.21, 2.28, 1.71], [3.41, 1.21, 0.31], [3.85, 0.62, 1.94], [1.79, 2.01, 3.24], [1.91, 0.27, 3.57], [-0.56, 1.76, 2.48], [-0.44, 0.99, 4.08], [-1.58, -1.95, 2.97], [-0.81, -1.11, 4.32], [0.36, -3.35, 3.33], [1.39, -1.96, 3.76], [1.70, -4.12, 1.53], [2.82, -2.99, 2.34], [2.59, -2.87, 0.58], [-1.93, -3.59, 0.71], [-2.10, -2.49, -0.33], [-0.81, -1.91, -0.90], [-1.17, -1.34, -2.29], [-2.34, -0.38, -2.41], [0.19, -3.01, -1.18], [1.48, -2.38, -1.68], [1.70, -1.10, -0.93], [2.74, -0.32, -1.50], [2.42, 0.97, -1.89], [1.21, 1.43, -1.45], [3.31, 1.79, -2.55], [2.96, 3.02, -2.86], [4.58, 1.31, -2.83], [4.93, 0.04, -2.43], [6.13, -0.43, -2.67], [4.02, -0.78, -1.76], [4.37, -2.01, -1.37], [-2.89, -3.74, 1.21], [-1.18, -3.38, 1.47], [-1.67, -4.54, 0.25], [-2.67, -1.64, 0.06], [-2.65, -2.89, -1.18], [-1.41, -2.24, -2.86], [-0.28, -0.90, -2.72], [-3.25, -0.72, -1.92], [-2.56, -0.33, -3.48], [-2.10, 0.63, -2.08], [-0.24, -3.71, -1.89], [0.36, -3.55, -0.25], [1.44, -2.14, -2.74], [2.33, -3.06, -1.54], [5.31, 1.94, -3.34], [-5.96, 7.07, -1.04], [-5.25, 6.19, -0.87], [-4.36, 5.09, -0.66], [-3.34, 4.84, -1.58], [-2.48, 3.79, -1.38], [-2.64, 2.97, -0.24], [-3.67, 3.22, 0.68], [-4.53, 4.28, 0.47], [-1.76, 1.91, -0.04], [-0.96, 0.97, 0.13], [-3.24, 5.48, -2.44], [-1.68, 3.59, -2.07], [-3.79, 2.58, 1.54], [-5.33, 4.49, 1.17]],
  "total_energy_ha": -1894.003369,
  "lumo_ev": -11.119,
  "gap_ev": 5.828,
  "homo_energy_ev": -16.95,
  "charge": 3,
  "mol_weight_da": 704.5,
  "e_above_lowest_kcal_mol": 18.2
}